(1)
{"formula": "C12H34O13", "method": "wB97M-V/def2-TZVPD", "homo_energy_ev": -10.22, "multiplicity": 1, "e_tot_ev": -39609.6685, "charge": 0, "homo_lumo_gap_ev": 10.3, "smiles": "C[C@H]1COC(=O)O1.C[C@H]1COC(=O)O1.CO.CO.CO.CO.O.O.O", "species": ["O", "H", "H", "O", "H", "H", "O", "H", "H", "C", "C", "C", "O", "C", "O", "O", "H", "H", "H", "H", "H", "H", "C", "C", "C", "O", "C", "O", "O", "H", "H", "H", "H", "H", "H", "C", "O", "H", "H", "H", "H", "C", "O", "H", "H", "H", "H", "C", "O", "H", "H", "H", "H", "C", "O", "H", "H", "H", "H"], "coordinates": [[13.7999, 18.9856, 10.7451], [13.8842, 18.4868, 9.9325], [13.7098, 18.3199, 11.4270], [19.7003, 28.2839, 9.8051], [19.0604, 28.9552, 10.0416], [19.2984, 27.4607, 10.0826], [15.7547, 24.0087, 10.1024], [15.5078, 24.1975, 9.1972], [15.5436, 23.0825, 10.2206], [17.1835, 21.1342, 16.4370], [17.0985, 22.3573, 15.5546], [16.0329, 23.3594, 16.0134], [16.6464, 24.6486, 15.8701], [17.9932, 24.4795, 15.7351], [18.8098, 25.4118, 15.6552], [18.2593, 23.1114, 15.7637], [16.3169, 20.4730, 16.4343], [17.4606, 21.3972, 17.4578], [17.9678, 20.5330, 15.9770], [17.1143, 22.0535, 14.5080], [15.6816, 23.2239, 17.0363], [15.2310, 23.3297, 15.2756], [10.5618, 22.7119, 5.1839], [9.6084, 23.2662, 6.3467], [8.9879, 22.1610, 7.1576], [8.9370, 22.7036, 8.4802], [9.8482, 23.6868, 8.5309], [10.1819, 24.2751, 9.5954], [10.4111, 23.9094, 7.3063], [11.4797, 22.3222, 5.6239], [10.7552, 23.5690, 4.5388], [10.1072, 21.9227, 4.5852], [8.8528, 23.9285, 5.9242], [9.5510, 21.2276, 7.1560], [7.9290, 21.9946, 6.9600], [15.9494, 27.9872, 4.1164], [15.9183, 26.7549, 4.8772], [16.5473, 28.7569, 4.6043], [16.3801, 27.7984, 3.1331], [14.9508, 28.3519, 3.8761], [15.8927, 25.9963, 4.2895], [22.5364, 22.1631, 10.7543], [23.0918, 21.4715, 9.5732], [22.8506, 21.6616, 11.6696], [22.8800, 23.1931, 10.8500], [21.4525, 22.2298, 10.6602], [22.8638, 20.5391, 9.5888], [8.9550, 20.3990, 15.0722], [10.3193, 20.2469, 14.9124], [8.7337, 21.4237, 14.7739], [8.3829, 19.6710, 14.4970], [8.6682, 20.3063, 16.1197], [10.6252, 20.6998, 14.1232], [14.1817, 29.4476, 10.7427], [15.1139, 30.5022, 10.8873], [14.3942, 28.6458, 10.0356], [14.0805, 28.8233, 11.6304], [13.1859, 29.8564, 10.5709], [14.9023, 30.8413, 11.7601]], "nbo_charge": [-0.94, 0.47, 0.47, -0.94, 0.47, 0.47, -0.94, 0.47, 0.47, -0.63, 0.07, -0.10, -0.49, 0.97, -0.57, -0.51, 0.22, 0.22, 0.22, 0.19, 0.19, 0.20, -0.62, 0.07, -0.10, -0.47, 0.96, -0.59, -0.48, 0.22, 0.22, 0.22, 0.19, 0.19, 0.21, -0.25, -0.73, 0.19, 0.16, 0.16, 0.47, -0.25, -0.74, 0.17, 0.19, 0.17, 0.46, -0.24, -0.73, 0.16, 0.16, 0.18, 0.47, -0.26, -0.71, 0.19, 0.16, 0.16, 0.46]}

***

(2)
{"formula": "C7H16N2O2", "method": "wB97M-V/def2-TZVPD", "homo_energy_ev": -9.04, "de_lowest_kcal_mol": 101.2, "multiplicity": 1, "e_tot_ev": -14589.6259, "charge": 0, "homo_lumo_gap_ev": 9.8, "smiles": "CCCN(N=O)[C@@H](CC)OC", "species": ["O", "N", "O", "N", "C", "C", "C", "C", "C", "C", "C", "H", "H", "H", "H", "H", "H", "H", "H", "H", "H", "H", "H", "H", "H", "H", "H"], "coordinates": [[2.8575, -0.0461, 0.8322], [1.6806, -0.0861, 1.2623], [-0.8077, -0.0438, 2.0975], [0.6997, -0.1642, 0.3052], [-0.6049, 1.4184, 2.1656], [1.1350, 1.8829, -2.8937], [-1.9482, -2.7444, 1.1646], [1.0555, 0.0782, -1.1063], [-0.7169, -0.4999, 0.6842], [0.5764, 1.5243, -1.4892], [-0.6674, -2.0421, 0.6170], [-0.0839, 1.8376, 1.3648], [-1.6348, 1.9107, 2.2464], [0.0286, 1.6359, 3.1242], [2.1974, 1.7894, -3.0031], [0.6673, 1.1936, -3.6162], [0.9934, 2.8973, -3.2500], [-1.9168, -2.7295, 2.3098], [-1.8196, -3.8105, 0.9418], [-2.8460, -2.2293, 0.7281], [2.0782, -0.1757, -1.4703], [0.5337, -0.7163, -1.5895], [-1.4736, -0.0795, 0.0381], [-0.5346, 1.6057, -1.4119], [0.9581, 2.3092, -0.7962], [-0.6444, -2.3448, -0.4132], [0.2373, -2.3710, 1.1578]], "nbo_charge": [-0.42, 0.24, -0.54, -0.28, -0.27, -0.61, -0.62, -0.26, 0.26, -0.41, -0.41, 0.18, 0.18, 0.21, 0.21, 0.20, 0.22, 0.22, 0.21, 0.21, 0.25, 0.20, 0.19, 0.20, 0.21, 0.20, 0.23]}

***

(3)
{"formula": "C8H14O2", "method": "wB97M-V/def2-TZVPD", "homo_energy_ev": -8.15, "de_lowest_kcal_mol": 134.7, "multiplicity": 1, "e_tot_ev": -12612.2390, "charge": 0, "homo_lumo_gap_ev": 8.5, "species": ["C", "C", "C", "C", "C", "C", "C", "C", "O", "O", "H", "H", "H", "H", "H", "H", "H", "H", "H", "H", "H", "H", "H", "H"], "coordinates": [[-1.6202, 1.8428, 0.9939], [-1.3662, 0.3583, 0.9776], [-0.0241, 0.1931, -0.8157], [1.3978, -0.2012, -0.9799], [2.0220, -0.6126, 0.3420], [-0.7770, -1.7463, 2.0863], [2.2331, 0.3646, -2.0960], [-0.8012, -0.3104, 2.0308], [0.2571, -0.9926, -1.4011], [3.3370, -0.4624, -2.6050], [-2.7007, 2.0938, 0.9625], [-1.2510, 2.3299, 1.8569], [-1.8884, -0.2978, 0.2903], [-1.3348, 2.2285, 0.0411], [2.6894, -1.5501, 0.2992], [1.1441, -0.8624, 1.0248], [2.5880, 0.1942, 0.9198], [0.3275, -1.9923, 2.0590], [-1.1631, -2.3601, 2.9906], [-1.2201, -2.3388, 1.2402], [2.6830, 1.2736, -1.6933], [1.7095, 0.7380, -3.0015], [-0.3599, 0.1301, 2.9180], [2.9410, -1.2056, -3.1552]], "nbo_charge": [-0.65, -0.17, 0.35, 0.00, -0.65, -0.66, -0.09, -0.23, -0.47, -0.72, 0.22, 0.21, 0.22, 0.23, 0.23, 0.23, 0.23, 0.21, 0.23, 0.22, 0.19, 0.19, 0.20, 0.47]}

***

(4)
{"formula": "C56H69N2OS4Ti", "method": "wB97M-V/def2-TZVPD", "homo_energy_ev": [-4.07, -4.07], "de_lowest_kcal_mol": 0.0, "multiplicity": 1, "e_tot_ev": -130681.1929, "charge": -1, "homo_lumo_gap_ev": [5.8, 5.8], "species": ["Ti", "C", "C", "C", "C", "C", "C", "C", "C", "C", "C", "C", "C", "C", "C", "C", "C", "C", "H", "H", "H", "H", "H", "H", "H", "H", "H", "H", "H", "H", "H", "H", "H", "H", "H", "H", "H", "H", "H", "H", "H", "H", "H", "H", "H", "H", "H", "O", "C", "S", "C", "C", "S", "S", "S", "C", "C", "C", "C", "C", "C", "C", "C", "C", "C", "C", "C", "N", "C", "C", "N", "C", "C", "C", "C", "C", "C", "C", "C", "C", "C", "C", "C", "C", "C", "C", "C", "C", "C", "C", "C", "C", "C", "H", "H", "H", "H", "H", "H", "H", "H", "H", "H", "H", "H", "H", "H", "H", "H", "H", "H", "H", "H", "H", "H", "H", "H", "H", "H", "H", "H", "H", "H", "H", "H", "H", "H", "H", "H", "H", "H", "H", "H"], "coordinates": [[0.1452, -0.2782, -0.4473], [2.2145, -0.2620, 0.9128], [3.2403, 0.6584, 0.5685], [3.7687, 0.2422, -0.6940], [3.1088, -0.9338, -1.0380], [2.1628, -1.3395, -0.0565], [2.2393, -2.8243, 0.3376], [3.5572, -2.9792, 1.1207], [2.2902, -3.7577, -0.8804], [1.0925, -3.2940, 1.2229], [4.9417, 0.6531, -1.5890], [4.6243, 0.3613, -3.0684], [6.1450, -0.2231, -1.1925], [5.3573, 2.1261, -1.5584], [3.7870, 1.6367, 1.6147], [3.0085, 1.5608, 2.9411], [5.2264, 1.2069, 1.9599], [3.7670, 3.1191, 1.2136], [1.8390, -0.3590, 1.9217], [3.3145, -1.5135, -1.9205], [4.3827, -2.5642, 0.5474], [3.7584, -4.0290, 1.3250], [3.4996, -2.4408, 2.0641], [3.2283, -3.6645, -1.4193], [1.4733, -3.5537, -1.5692], [2.1998, -4.7922, -0.5507], [0.9915, -2.6742, 2.1094], [1.2655, -4.3202, 1.5539], [0.1612, -3.2643, 0.6617], [4.4941, -0.6989, -3.2656], [5.4432, 0.7035, -3.7018], [3.7179, 0.8835, -3.3652], [5.8570, -1.2715, -1.2229], [6.4824, 0.0025, -0.1850], [6.9777, -0.0685, -1.8789], [4.5234, 2.7610, -1.8530], [6.1616, 2.2889, -2.2774], [5.7340, 2.4385, -0.5904], [3.1435, 0.5986, 3.4288], [1.9466, 1.7451, 2.7995], [3.3885, 2.3243, 3.6213], [5.2705, 0.1269, 2.0887], [5.5535, 1.6785, 2.8871], [5.9234, 1.4906, 1.1801], [2.7578, 3.5113, 1.2923], [4.1066, 3.2758, 0.2012], [4.4092, 3.6932, 1.8834], [1.7303, -1.9647, -7.0700], [1.4047, -1.6372, -5.9598], [0.4723, -2.6528, -4.8631], [0.4532, -1.5381, -3.4955], [1.0656, -0.3457, -3.6625], [1.1613, 0.8861, -2.4779], [1.8043, -0.0740, -5.2470], [-0.4239, -2.0017, -2.0769], [-4.4020, 0.2965, -2.4446], [-2.8987, 0.2898, -2.7382], [-2.6604, -0.4081, -4.0800], [-2.2951, 1.6791, -2.7275], [-2.6302, 2.5515, -3.7484], [-2.1136, 3.8318, -3.7867], [-1.2425, 4.2359, -2.7960], [-0.8581, 3.3922, -1.7573], [0.1043, 4.0007, -0.7514], [0.0405, 3.4181, 0.6589], [1.5353, 3.9382, -1.3028], [-1.3799, 2.0883, -1.7280], [-1.1317, 1.1824, -0.6681], [-2.2230, 1.0618, 0.1483], [-2.3410, -0.0761, 0.9404], [-1.3104, -0.9655, 0.9647], [-1.5640, -2.0234, 1.8764], [-1.3339, -1.8886, 3.2587], [-1.6176, -2.9699, 4.0919], [-2.1134, -4.1616, 3.6100], [-2.3870, -4.2714, 2.2609], [-2.1406, -3.2224, 1.3932], [-2.5607, -3.3688, -0.0510], [-4.0842, -3.2583, -0.1559], [-2.0918, -4.6704, -0.7059], [-0.7995, -0.6806, 4.0188], [-0.8158, 0.6886, 3.3444], [0.6186, -0.9844, 4.5208], [-3.6107, -0.0076, 1.6698], [-4.3319, -0.8054, 2.5275], [-5.5569, -0.3301, 3.0400], [-6.0739, 0.9000, 2.7278], [-5.3761, 1.7411, 1.8284], [-5.7551, 3.0374, 1.3982], [-4.9518, 3.7239, 0.5238], [-3.7555, 3.1968, 0.0013], [-3.3574, 1.9360, 0.3850], [-4.1808, 1.2472, 1.3199], [-4.7581, -0.7315, -2.3965], [-4.9481, 0.8140, -3.2318], [-4.6192, 0.7817, -1.4969], [-2.4048, -0.3068, -1.9595], [-3.2701, 0.0269, -4.8685], [-2.9146, -1.4626, -3.9924], [-1.6171, -0.3218, -4.3707], [-3.3041, 2.2265, -4.5266], [-2.3868, 4.5063, -4.5867], [-0.8527, 5.2456, -2.8205], [-0.1711, 5.0638, -0.6745], [0.4851, 2.4164, 0.6807], [-0.9871, 3.3598, 1.0117], [0.5907, 4.0633, 1.3439], [1.9335, 2.9296, -1.2035], [2.1836, 4.6332, -0.7707], [1.5462, 4.1977, -2.3591], [-1.4527, -2.8674, 5.1562], [-2.3077, -4.9881, 4.2790], [-2.8316, -5.1789, 1.8813], [-2.1289, -2.5406, -0.6179], [-4.5673, -4.0140, 0.4625], [-4.3897, -3.4066, -1.1896], [-4.4214, -2.2761, 0.1688], [-2.5740, -5.5442, -0.2710], [-1.0143, -4.7877, -0.6302], [-2.3428, -4.6354, -1.7630], [-1.4410, -0.5952, 4.9075], [-0.2481, 0.6895, 2.4108], [-0.3716, 1.4137, 4.0277], [-1.8346, 1.0055, 3.1345], [1.3066, -1.0901, 3.6864], [0.6470, -1.9103, 5.0910], [0.9689, -0.1715, 5.1558], [-3.9967, -1.7870, 2.8224], [-6.1003, -0.9741, 3.7189], [-7.0111, 1.2279, 3.1581], [-6.6715, 3.4817, 1.7611], [-5.2448, 4.7180, 0.2129], [-3.1806, 3.7920, -0.6896]], "lowdin_charge": [0.85, -0.13, -0.09, -0.15, -0.10, -0.36, -0.53, -0.03, -0.06, -0.03, -0.51, -0.08, -0.04, -0.05, -0.50, -0.06, -0.04, -0.04, 0.07, 0.11, 0.08, 0.08, 0.08, 0.08, 0.02, 0.08, 0.07, 0.10, 0.05, 0.08, 0.08, 0.03, 0.08, 0.06, 0.08, 0.08, 0.08, 0.06, 0.08, 0.07, 0.09, 0.09, 0.08, 0.05, 0.06, 0.04, 0.09, -0.08, -1.04, 0.96, -1.09, -1.07, 0.77, 0.97, 0.72, -0.04, -0.37, -0.07, -0.13, -0.03, -0.08, -0.06, -0.18, -0.35, -0.06, -0.09, -0.25, -0.10, -0.22, -0.22, 0.01, -0.20, -0.14, -0.06, -0.07, -0.04, -0.16, -0.40, -0.04, -0.08, -0.34, -0.05, -0.06, -0.09, 0.00, -0.07, -0.03, -0.17, -0.04, -0.07, 0.01, -0.10, -0.09, 0.07, 0.08, 0.07, 0.07, 0.07, 0.08, 0.06, 0.11, 0.10, 0.11, 0.13, 0.05, 0.08, 0.08, 0.01, 0.07, 0.08, 0.11, 0.10, 0.11, 0.02, 0.08, 0.08, 0.07, 0.07, 0.07, 0.07, 0.14, 0.05, 0.08, 0.08, 0.05, 0.07, 0.08, 0.10, 0.10, 0.10, 0.10, 0.10, 0.10]}

***

Max |F| values, unit eV/A, following the record order: 5.25, 4.44, 4.47, 1.61.